(1)
# C18H38BBr2I2N4O5P2S

A structure of composition C18H38BBr2I2N4O5P2S at a distorted geometry (ωB97M-V/def2-TZVPD, the Open Molecules 2025 dataset).

Structure (ORCA input):
```
! wB97M-V def2-TZVPD RIJCOSX def2/J DEFGRID3
* xyz 1 1
C 3.12 -5.25 2.95
C 1.65 -5.33 2.56
O 0.98 -4.18 3.06
C 0.04 -3.57 2.23
C 0.29 -2.05 2.26
C -0.02 -1.28 0.96
C 1.01 -0.22 0.47
C 2.46 -0.71 0.43
I 2.55 -2.83 -0.09
C 3.33 -0.01 -0.64
C 2.84 -0.09 -2.07
I 5.27 -0.99 -0.60
C 0.64 1.16 1.17
C 0.54 1.11 2.68
Br 2.05 0.38 3.61
C -0.46 1.58 3.45
C -1.69 2.30 2.96
Br -0.46 1.44 5.33
P 1.79 2.59 0.82
N 3.11 2.64 1.61
O 0.85 3.82 1.23
O 1.84 2.68 -0.78
C -0.61 1.59 0.35
C -1.71 0.51 0.23
B -2.05 0.14 -1.28
O -1.58 -1.06 -1.76
C -2.83 1.11 -2.21
C -3.51 2.30 -1.52
N -1.41 -0.67 1.11
P -2.74 -1.90 1.03
S -4.47 -1.09 0.96
H 3.75 -5.84 2.29
H 3.42 -4.20 2.85
H 3.27 -5.50 3.99
H 1.22 -6.21 3.05
H 1.57 -5.40 1.48
H -0.95 -3.81 2.62
H 0.09 -3.93 1.20
H -0.24 -1.64 3.11
H 1.35 -1.97 2.48
H -0.11 -2.02 0.16
H 0.76 -0.07 -0.58
H 3.01 -0.66 1.36
H 3.61 0.99 -0.34
H 1.80 0.21 -2.19
H 3.43 0.61 -2.67
H 2.97 -1.07 -2.52
H -1.40 3.20 2.43
H -2.34 1.68 2.36
H -2.28 2.64 3.81
H 3.94 2.71 1.03
H 1.23 4.18 2.04
H 2.18 3.54 -1.04
H -1.02 2.54 0.64
H -0.23 1.74 -0.66
H -2.63 0.97 0.60
H -2.23 -1.42 -2.37
H -3.54 0.59 -2.85
H -2.09 1.51 -2.91
H -2.80 2.97 -1.03
H -4.13 2.86 -2.22
H -4.19 1.94 -0.75
H -1.47 -0.32 2.07
H -2.53 -2.56 2.24
H -2.38 -2.72 -0.05
C -1.92 2.53 -5.98
O -2.94 2.51 -5.31
N -1.95 2.50 -7.34
N -0.67 2.59 -5.42
H -1.12 2.52 -7.91
H -2.84 2.46 -7.79
H -0.61 2.63 -4.43
H 0.17 2.61 -5.97
*
```

* orbital gap: 8.46 eV
* DFT total energy: -8152.915516 Eh
* LUMO energy: -2.471 eV

---

(2)
# C36H49GaN4O3P2S2

A structure of composition C36H49GaN4O3P2S2 (ωB97M-V/def2-TZVPD, the Open Molecules 2025 dataset).

Structure (ORCA input):
```
! wB97M-V def2-TZVPD RIJCOSX def2/J DEFGRID3
* xyz 4 1
Ga 0.45 0.34 0.02
C -2.38 3.22 0.42
C -1.88 2.29 1.48
N -1.09 1.22 1.37
C -0.94 0.64 2.62
C -1.56 1.27 3.64
S -2.42 2.60 3.05
C -0.21 -0.61 2.70
C -0.09 -1.45 3.76
S 0.79 -2.83 3.30
C 0.96 -2.24 1.73
N 0.39 -1.06 1.53
C 1.74 -3.02 0.73
H -3.04 2.70 -0.29
H -1.56 3.72 -0.10
H -2.99 4.00 0.87
H -1.58 1.00 4.69
H -0.48 -1.33 4.75
H 2.09 -3.96 1.15
H 2.62 -2.45 0.42
H 1.12 -3.26 -0.13
C 3.92 1.34 4.77
C 3.62 0.24 3.98
C 3.02 0.43 2.74
C 2.72 1.71 2.29
C 3.05 2.82 3.08
C 3.64 2.63 4.32
P 2.19 1.95 0.58
C 3.67 1.72 -0.41
C 4.11 0.41 -0.62
C 5.35 0.17 -1.16
C 6.18 1.23 -1.51
C 5.76 2.54 -1.30
C 4.52 2.79 -0.73
C 1.50 3.60 0.40
C 0.74 4.14 1.44
C 0.20 5.42 1.32
C 0.41 6.16 0.17
C 1.15 5.62 -0.88
C 1.69 4.35 -0.77
H 4.39 1.20 5.74
H 3.87 -0.75 4.31
H 2.84 -0.44 2.11
H 2.89 3.83 2.73
H 3.90 3.48 4.92
H 3.48 -0.42 -0.32
H 5.70 -0.85 -1.30
H 7.15 1.04 -1.93
H 6.41 3.36 -1.55
H 4.24 3.81 -0.51
H 0.60 3.59 2.36
H -0.35 5.85 2.15
H 0.02 7.17 0.09
H 1.33 6.21 -1.77
H 2.27 3.94 -1.59
C 4.37 -3.26 -3.09
C 3.47 -3.01 -1.91
O 2.63 -1.84 -2.23
P 1.28 -1.12 -1.94
O 0.15 -1.96 -2.64
C -0.08 -3.42 -2.59
C -0.23 -3.94 -3.99
O 1.40 0.19 -2.84
C 1.93 0.17 -4.22
C 3.22 0.93 -4.29
H 5.06 -4.06 -2.84
H 4.95 -2.37 -3.34
H 3.80 -3.57 -3.97
H 4.03 -2.75 -1.02
H 2.82 -3.86 -1.71
H -0.98 -3.57 -1.99
H 0.76 -3.89 -2.08
H -1.06 -3.46 -4.50
H -0.43 -5.01 -3.95
H 0.68 -3.78 -4.57
H 1.15 0.62 -4.83
H 2.04 -0.87 -4.54
H 3.11 1.93 -3.87
H 3.53 1.02 -5.33
H 4.01 0.42 -3.74
N -2.34 2.21 -4.10
C -2.90 0.98 -3.46
C -1.81 0.24 -2.70
N -1.16 1.06 -1.65
C -0.66 2.31 -2.28
C -1.70 3.09 -3.07
H -3.07 2.73 -4.60
H -1.65 1.95 -4.81
H -3.32 0.35 -4.25
H -3.72 1.30 -2.82
H -1.05 -0.12 -3.39
H -2.27 -0.64 -2.24
H -1.87 1.28 -0.96
H 0.17 2.02 -2.93
H -0.23 2.97 -1.53
H -1.26 3.95 -3.57
H -2.51 3.44 -2.43
*
```

* orbital gap: 8.00 eV
* relative energy (zero: lowest compared OMol25 entry of this formula, charge and spin): 147.6 kJ/mol
* DFT total energy: -5248.588650 Eh
* LUMO energy: -10.622 eV

---

(3)
# C41H36IN2O8TeV

A structure of composition C41H36IN2O8TeV at a distorted geometry (ωB97M-V/def2-TZVPD, the Open Molecules 2025 dataset).

Structure (ORCA input):
```
! wB97M-V def2-TZVPD RIJCOSX def2/J DEFGRID3
* xyz -1 2
V -1.78 1.73 -0.45
O -5.20 1.57 2.26
C -4.77 0.95 1.15
O -4.34 -0.17 1.13
C -4.99 1.82 -0.09
O -3.90 2.67 -0.43
C -3.71 3.76 0.50
C -2.81 3.32 1.67
O -2.62 4.08 2.59
O -2.36 2.11 1.51
H -4.93 1.03 3.01
H -5.87 2.44 0.08
H -5.15 1.17 -0.94
H -4.67 4.12 0.86
H -3.20 4.55 -0.05
N -0.06 4.22 -7.28
C -0.32 3.83 -6.23
C -0.64 3.34 -4.92
C -1.94 3.47 -4.43
C -2.24 2.99 -3.16
C -1.28 2.38 -2.36
C 0.01 2.24 -2.88
C 0.33 2.71 -4.14
H -2.70 3.95 -5.04
H -3.26 3.08 -2.81
H 0.78 1.76 -2.29
H 1.34 2.61 -4.53
I -3.79 -6.72 -1.31
C -3.58 -4.65 -1.55
C -4.27 -4.01 -2.57
C -4.12 -2.64 -2.72
C -3.29 -1.92 -1.86
C -2.61 -2.58 -0.85
C -2.75 -3.95 -0.69
C -3.18 -0.43 -2.05
O -3.78 0.14 -2.93
O -2.36 0.15 -1.20
H -4.91 -4.57 -3.23
H -4.65 -2.11 -3.50
H -1.97 -2.01 -0.19
H -2.22 -4.46 0.10
C 5.25 -6.28 0.18
C 4.37 -5.07 0.12
C 4.86 -3.84 -0.28
C 4.05 -2.70 -0.35
C 4.70 -1.42 -0.81
C 2.70 -2.79 0.00
Te 1.40 -1.07 -0.19
N -0.07 1.50 0.19
C 0.10 2.81 0.30
O -0.87 3.57 -0.09
C 1.31 3.43 0.89
C 1.20 4.64 1.57
C 2.34 5.21 2.13
C 3.57 4.59 1.99
C 3.67 3.39 1.30
C 2.54 2.80 0.76
C 1.61 -0.51 1.85
C 2.86 -0.07 2.30
C 3.05 0.34 3.61
C 1.98 0.34 4.48
C 0.73 -0.07 4.04
C 0.52 -0.48 2.72
C -0.88 -0.81 2.28
C 2.18 -4.04 0.40
C 0.75 -4.22 0.79
C 3.02 -5.15 0.45
H 6.27 -6.04 -0.11
H 4.88 -7.07 -0.48
H 5.27 -6.69 1.19
H 5.91 -3.75 -0.56
H 5.66 -1.63 -1.28
H 4.89 -0.75 0.04
H 4.07 -0.87 -1.51
H 0.23 5.10 1.68
H 2.26 6.14 2.67
H 4.46 5.04 2.42
H 4.64 2.90 1.19
H 2.59 1.85 0.23
H 3.69 -0.05 1.61
H 4.03 0.67 3.93
H 2.10 0.66 5.51
H -0.12 -0.04 4.71
H -1.56 -0.83 3.14
H -0.93 -1.77 1.77
H -1.25 -0.05 1.59
H 0.07 -3.83 0.04
H 0.53 -3.69 1.72
H 0.52 -5.28 0.94
H 2.61 -6.10 0.76
*
```

* orbital gap: 7.45 eV
* relative energy (zero: lowest compared OMol25 entry of this formula, charge and spin): 30.1 kJ/mol
* DFT total energy: -3805.288819 Eh
* LUMO energy: 1.895 eV

---

(4)
# C34H30AsN4P2S4Sn

A structure of composition C34H30AsN4P2S4Sn at a distorted geometry (ωB97M-V/def2-TZVPD, the Open Molecules 2025 dataset).

Structure (ORCA input):
```
! wB97M-V def2-TZVPD RIJCOSX def2/J DEFGRID3
* xyz -1 1
Sn -8.11 -13.59 -15.22
N -7.63 -10.14 -18.66
C -9.00 -10.43 -18.66
C -9.95 -9.44 -18.79
C -11.28 -9.85 -18.93
C -11.61 -11.20 -18.93
C -10.58 -12.09 -18.66
N -9.31 -11.73 -18.56
C -6.53 -10.98 -18.78
C -5.54 -10.57 -19.67
C -4.54 -11.49 -19.98
C -4.57 -12.76 -19.40
C -5.56 -13.02 -18.43
N -6.52 -12.12 -18.14
H -7.45 -9.21 -19.03
H -9.79 -8.35 -18.81
H -12.01 -9.04 -19.09
H -12.65 -11.50 -19.08
H -10.72 -13.15 -18.49
H -5.55 -9.56 -20.04
H -3.72 -11.10 -20.59
H -3.87 -13.50 -19.64
H -5.66 -13.95 -17.90
S -9.17 -15.23 -16.73
As -9.59 -16.50 -14.87
S -6.42 -15.34 -14.37
S -9.86 -14.67 -13.67
S -7.47 -17.08 -14.41
N -7.17 -8.20 -14.86
P -8.71 -8.85 -14.44
C -9.70 -7.29 -14.28
C -9.60 -6.25 -15.22
C -10.34 -5.09 -15.06
C -11.27 -4.95 -14.04
C -11.42 -5.98 -13.12
C -10.63 -7.12 -13.23
C -8.63 -9.31 -12.65
C -9.12 -10.57 -12.41
C -9.11 -11.09 -11.12
C -8.67 -10.33 -10.06
C -8.22 -9.03 -10.33
C -8.17 -8.53 -11.59
P -6.01 -9.46 -14.97
C -5.20 -9.26 -13.26
C -4.68 -8.09 -12.75
C -4.26 -7.96 -11.45
C -4.38 -9.05 -10.58
C -4.87 -10.25 -11.10
C -5.30 -10.35 -12.41
C -4.72 -8.61 -15.94
C -3.36 -8.79 -15.76
C -2.40 -8.17 -16.53
C -2.82 -7.37 -17.62
C -4.18 -7.17 -17.82
C -5.12 -7.80 -17.01
H -6.84 -7.37 -14.41
H -8.93 -6.38 -16.04
H -10.23 -4.25 -15.75
H -11.81 -4.03 -13.90
H -12.12 -5.87 -12.34
H -10.71 -7.86 -12.48
H -9.43 -11.13 -13.27
H -9.51 -12.09 -10.99
H -8.68 -10.79 -9.06
H -7.78 -8.41 -9.58
H -7.81 -7.54 -11.71
H -4.55 -7.22 -13.44
H -3.92 -6.99 -11.11
H -4.04 -9.05 -9.55
H -4.84 -11.13 -10.49
H -5.77 -11.24 -12.80
H -3.05 -9.34 -14.88
H -1.38 -8.32 -16.31
H -2.10 -6.81 -18.18
H -4.45 -6.49 -18.62
H -6.21 -7.63 -17.13
*
```

* orbital gap: 6.06 eV
* relative energy (zero: lowest compared OMol25 entry of this formula, charge and spin): 0.0 kJ/mol
* DFT total energy: -6258.386273 Eh
* LUMO energy: 2.136 eV

---

(5)
# ClH3N2OS

A cluster of 2 separate species, ClH3N2OS in total at a distorted geometry (ωB97M-V/def2-TZVPD, the Open Molecules 2025 dataset).

Structure (ORCA input):
```
! wB97M-V def2-TZVPD RIJCOSX def2/J DEFGRID3
* xyz 0 1
N -0.12 0.74 0.39
S 0.78 -0.42 0.00
N 2.14 -0.08 -0.47
O 0.18 -1.67 -0.04
H 0.43 1.57 0.57
H 2.51 -0.95 -0.82
Cl -3.41 0.16 -0.12
H -2.51 0.66 0.50
*
```

* orbital gap: 10.94 eV
* relative energy (zero: lowest compared OMol25 entry of this formula, charge and spin): 89.6 kJ/mol
* DFT total energy: -1044.842850 Eh
* LUMO energy: -0.147 eV
* SMILES string: N=S(=N)=O.Cl

---

(6)
# C6H11O

The ion C6H11O with charge +1 at a distorted geometry (ωB97M-V/def2-TZVPD, the Open Molecules 2025 dataset).

Structure (ORCA input):
```
! wB97M-V def2-TZVPD RIJCOSX def2/J DEFGRID3
* xyz 1 1
C -0.47 1.00 -0.95
C -1.26 0.25 0.08
C 2.13 0.36 -1.34
C 0.97 0.57 -0.59
C -0.35 -0.46 1.12
C -0.01 -1.85 0.75
O 1.05 0.29 0.64
H -0.83 0.75 -2.05
H -0.64 2.00 -0.74
H -1.76 1.14 0.55
H -2.00 -0.38 -0.37
H 2.72 -0.30 -0.70
H 1.55 -0.14 -2.21
H 3.10 0.91 -1.79
H -0.54 -0.22 2.21
H 0.75 -1.95 -0.03
H -0.96 -2.22 0.45
H 0.42 -2.39 1.56
*
```

* orbital gap: 11.31 eV
* relative energy (zero: lowest compared OMol25 entry of this formula, charge and spin): 118.4 kJ/mol
* DFT total energy: -310.099902 Eh
* LUMO energy: -5.011 eV

---

(7)
# C43H42AuCl3FN5O4S

A structure of composition C43H42AuCl3FN5O4S at a distorted geometry (ωB97M-V/def2-TZVPD, the Open Molecules 2025 dataset).

Structure (ORCA input):
```
! wB97M-V def2-TZVPD RIJCOSX def2/J DEFGRID3
* xyz 0 3
Au 1.25 -0.74 -1.55
C 3.88 6.06 0.56
C 3.02 5.52 1.70
C 3.80 5.60 3.01
C 3.00 4.99 4.15
C 2.70 3.56 3.82
C 2.61 2.60 4.81
C 2.32 1.28 4.48
F 2.25 0.37 5.47
C 2.08 0.91 3.19
C 2.14 1.87 2.17
C 1.78 1.46 0.80
O 1.47 0.26 0.60
C 1.82 2.51 -0.16
C 2.25 3.75 0.21
N 2.60 4.12 1.45
C 2.49 3.19 2.48
C 1.36 2.38 -1.62
O 1.81 3.21 -2.41
O 0.51 1.46 -1.85
H 4.36 6.98 0.89
H 3.29 6.29 -0.33
H 4.65 5.34 0.29
H 2.11 6.12 1.80
H 4.03 6.64 3.21
H 4.74 5.05 2.89
H 2.06 5.55 4.27
H 3.54 5.06 5.09
H 2.78 2.87 5.85
H 1.84 -0.11 2.93
H 2.33 4.49 -0.57
N 4.25 -1.66 -1.44
C 3.17 -1.26 -1.54
C 1.38 -5.86 -0.67
C 1.10 -5.29 -2.04
C 0.83 -6.11 -3.13
C 0.60 -5.56 -4.39
C 0.32 -6.46 -5.57
C 0.61 -4.20 -4.56
C 0.85 -3.30 -3.48
C 1.12 -3.93 -2.22
N 0.85 -1.96 -3.53
C 0.58 -1.07 -4.65
C 1.74 -0.05 -4.72
C -0.72 -0.31 -4.32
C 0.42 -1.71 -6.03
H 1.39 -6.95 -0.69
H 0.61 -5.54 0.04
H 2.34 -5.51 -0.30
H 0.81 -7.19 -3.00
H 0.36 -7.51 -5.28
H 1.06 -6.30 -6.36
H -0.67 -6.26 -5.98
H 0.45 -3.83 -5.56
H 1.34 -3.29 -1.38
H 1.79 0.55 -3.82
H 1.57 0.62 -5.56
H 2.69 -0.57 -4.85
H -0.61 0.27 -3.41
H -1.56 -1.01 -4.21
H -0.95 0.38 -5.14
H 1.32 -2.26 -6.32
H 0.29 -0.90 -6.76
H -0.45 -2.35 -6.09
Cl -4.86 0.42 8.08
C -4.45 0.22 6.41
C -5.36 -0.36 5.54
C -5.01 -0.51 4.21
C -3.78 -0.09 3.73
C -3.41 -0.33 2.28
C -2.89 -1.76 2.10
N -2.22 -1.88 0.82
C -2.66 -2.57 -0.29
C -1.78 -2.28 -1.29
N -0.83 -1.41 -0.81
C -1.11 -1.22 0.46
O -4.53 -0.07 1.47
C -4.20 0.40 0.15
C -3.15 1.47 0.15
C -3.25 2.66 0.81
Cl -4.61 3.21 1.70
S -1.82 3.61 0.68
C -1.06 2.40 -0.28
C -1.87 1.34 -0.48
C -2.89 0.49 4.62
Cl -1.33 1.04 4.09
C -3.21 0.66 5.96
H -6.32 -0.69 5.91
H -5.71 -0.95 3.51
H -2.60 0.34 2.00
H -3.72 -2.47 2.14
H -2.19 -1.99 2.91
H -3.54 -3.19 -0.27
H -1.77 -2.62 -2.31
H -0.53 -0.59 1.13
H -5.14 0.76 -0.26
H -3.85 -0.43 -0.47
H -0.05 2.55 -0.64
H -1.56 0.47 -1.05
H -2.50 1.11 6.64
*
```

* orbital gap (alpha / beta): 8.22 / 6.47 eV
* DFT total energy: -4252.768879 Eh
* LUMO energy (alpha / beta): 0.057 / -1.741 eV

---

- Among the records above, which one has the lowest DFT total energy?
  C18H38BBr2I2N4O5P2S

---

- The lowest DFT total energy belongs to which entry?
  C18H38BBr2I2N4O5P2S

---

Copy entry 2 word for word.
# C36H49GaN4O3P2S2

A structure of composition C36H49GaN4O3P2S2 (ωB97M-V/def2-TZVPD, the Open Molecules 2025 dataset).

Structure (ORCA input):
```
! wB97M-V def2-TZVPD RIJCOSX def2/J DEFGRID3
* xyz 4 1
Ga 0.45 0.34 0.02
C -2.38 3.22 0.42
C -1.88 2.29 1.48
N -1.09 1.22 1.37
C -0.94 0.64 2.62
C -1.56 1.27 3.64
S -2.42 2.60 3.05
C -0.21 -0.61 2.70
C -0.09 -1.45 3.76
S 0.79 -2.83 3.30
C 0.96 -2.24 1.73
N 0.39 -1.06 1.53
C 1.74 -3.02 0.73
H -3.04 2.70 -0.29
H -1.56 3.72 -0.10
H -2.99 4.00 0.87
H -1.58 1.00 4.69
H -0.48 -1.33 4.75
H 2.09 -3.96 1.15
H 2.62 -2.45 0.42
H 1.12 -3.26 -0.13
C 3.92 1.34 4.77
C 3.62 0.24 3.98
C 3.02 0.43 2.74
C 2.72 1.71 2.29
C 3.05 2.82 3.08
C 3.64 2.63 4.32
P 2.19 1.95 0.58
C 3.67 1.72 -0.41
C 4.11 0.41 -0.62
C 5.35 0.17 -1.16
C 6.18 1.23 -1.51
C 5.76 2.54 -1.30
C 4.52 2.79 -0.73
C 1.50 3.60 0.40
C 0.74 4.14 1.44
C 0.20 5.42 1.32
C 0.41 6.16 0.17
C 1.15 5.62 -0.88
C 1.69 4.35 -0.77
H 4.39 1.20 5.74
H 3.87 -0.75 4.31
H 2.84 -0.44 2.11
H 2.89 3.83 2.73
H 3.90 3.48 4.92
H 3.48 -0.42 -0.32
H 5.70 -0.85 -1.30
H 7.15 1.04 -1.93
H 6.41 3.36 -1.55
H 4.24 3.81 -0.51
H 0.60 3.59 2.36
H -0.35 5.85 2.15
H 0.02 7.17 0.09
H 1.33 6.21 -1.77
H 2.27 3.94 -1.59
C 4.37 -3.26 -3.09
C 3.47 -3.01 -1.91
O 2.63 -1.84 -2.23
P 1.28 -1.12 -1.94
O 0.15 -1.96 -2.64
C -0.08 -3.42 -2.59
C -0.23 -3.94 -3.99
O 1.40 0.19 -2.84
C 1.93 0.17 -4.22
C 3.22 0.93 -4.29
H 5.06 -4.06 -2.84
H 4.95 -2.37 -3.34
H 3.80 -3.57 -3.97
H 4.03 -2.75 -1.02
H 2.82 -3.86 -1.71
H -0.98 -3.57 -1.99
H 0.76 -3.89 -2.08
H -1.06 -3.46 -4.50
H -0.43 -5.01 -3.95
H 0.68 -3.78 -4.57
H 1.15 0.62 -4.83
H 2.04 -0.87 -4.54
H 3.11 1.93 -3.87
H 3.53 1.02 -5.33
H 4.01 0.42 -3.74
N -2.34 2.21 -4.10
C -2.90 0.98 -3.46
C -1.81 0.24 -2.70
N -1.16 1.06 -1.65
C -0.66 2.31 -2.28
C -1.70 3.09 -3.07
H -3.07 2.73 -4.60
H -1.65 1.95 -4.81
H -3.32 0.35 -4.25
H -3.72 1.30 -2.82
H -1.05 -0.12 -3.39
H -2.27 -0.64 -2.24
H -1.87 1.28 -0.96
H 0.17 2.02 -2.93
H -0.23 2.97 -1.53
H -1.26 3.95 -3.57
H -2.51 3.44 -2.43
*
```

* orbital gap: 8.00 eV
* relative energy (zero: lowest compared OMol25 entry of this formula, charge and spin): 147.6 kJ/mol
* DFT total energy: -5248.588650 Eh
* LUMO energy: -10.622 eV